# 1
12
Properties=species:S:1:pos:R:3:mulliken_charge:R:1 method="wB97M-V/def2-TZVPD" lumo_energy_ev=-4.00 multiplicity=1 gap_ha=0.4111 total_charge=+1
C -2.4213 -0.1129 -0.0109 0.735
C 0.7146 1.4234 -0.0556 -0.694
C 0.5000 0.2499 0.5141 0.005
N 1.0754 -1.0570 -0.1124 -0.453
O -3.3936 0.3840 -0.3774 -0.291
O -1.4923 -0.6817 0.3748 -0.420
H 0.9714 1.5236 -1.1163 0.267
H 0.3966 2.3291 0.3523 0.331
H 0.0098 0.1169 1.4907 0.341
H 0.5224 -1.4509 -0.9574 0.398
H 1.1569 -1.9032 0.5514 0.397
H 1.9602 -0.8214 -0.6532 0.386

***

# 2
19
Properties=species:S:1:pos:R:3:mulliken_charge:R:1 method="wB97M-V/def2-TZVPD" smiles=NC[C@@H](N)CS.O lumo_energy_ev=0.86 multiplicity=1 gap_ha=0.3552
N 2.0138 -1.5086 0.0816 -0.505
C 0.9058 -1.0489 -0.7825 -0.995
C -0.3488 -0.5709 -0.0826 0.586
N 0.0334 0.4860 0.8183 -0.380
C -1.4703 -0.1959 -1.0623 -0.755
S -2.8235 0.8231 -0.3122 -0.252
H 1.7352 -2.3986 0.4612 0.222
H 2.8250 -1.6410 -0.5047 0.226
H 0.6333 -1.8419 -1.4931 0.319
H 1.3178 -0.2574 -1.4138 0.425
H -0.8370 -1.3485 0.5228 0.037
H 0.9477 0.5489 1.2200 0.018
H -0.5319 1.3026 0.9477 0.140
H -1.9323 -1.0993 -1.4645 0.387
H -1.0782 0.2797 -1.9689 0.387
H -2.7578 0.1280 0.8246 0.138
O 3.8847 1.1185 1.2884 -0.652
H 3.4254 0.8479 2.0881 0.329
H 3.1089 1.0819 0.7176 0.325

***

# 3
11
Properties=species:S:1:pos:R:3:mulliken_charge:R:1 method="wB97M-V/def2-TZVPD" lumo_energy_ev=-0.76 multiplicity=1 gap_ha=0.3054
C 0.7951 -0.3365 0.0050 -0.331
C -0.1375 0.5734 0.7990 -0.732
S -0.8805 1.7482 -0.3884 -0.230
N 0.0587 -1.1837 -0.9253 -0.564
H 1.3409 -0.9561 0.7102 0.307
H 1.5220 0.3906 -0.4836 0.286
H 0.4679 1.1726 1.4838 0.282
H -0.7739 -0.0742 1.4208 0.360
H -2.3924 0.9193 0.4076 0.177
H 0.6869 -1.5601 -1.6350 0.210
H -0.6871 -0.6934 -1.3940 0.234

***

# 4
21
Properties=species:S:1:pos:R:3:mulliken_charge:R:1 method="wB97M-V/def2-TZVPD" smiles="CN[C@H](SC)[C@@H](N)[N+](=O)[O-]" lumo_energy_ev=0.43 multiplicity=1 gap_ha=0.3328
C 0.8836 2.4163 0.3122 -0.958
N 0.2803 1.2510 -0.3069 -0.138
C 0.1147 0.1460 0.5006 -0.523
S 1.4961 -1.0703 0.6541 -0.072
C 1.9456 -1.3221 -1.0894 -0.810
C -1.2945 -0.9166 -0.0088 -0.169
N -1.5875 -1.8976 0.9390 -0.600
N -2.3234 0.0955 -0.1235 0.984
O -2.4324 0.6482 -1.1982 -0.566
O -2.9424 0.3752 0.8829 -0.638
H 0.8769 3.2328 -0.4055 0.341
H 0.2818 2.7030 1.1755 0.301
H 1.9125 2.2349 0.6484 0.311
H 0.6805 1.0492 -1.2132 0.255
H -0.1307 0.4176 1.5274 0.431
H 2.7726 -0.6683 -1.3490 0.267
H 1.0867 -1.1274 -1.7252 0.267
H 2.2470 -2.3582 -1.1975 0.322
H -1.0309 -1.2995 -0.9924 0.416
H -0.7719 -2.4193 1.2330 0.289
H -2.0647 -1.4903 1.7365 0.289

***

# 5
99
Properties=species:S:1:pos:R:3:mulliken_charge:R:1 method="wB97M-V/def2-TZVPD" lumo_energy_ev=-5.89 multiplicity=1 gap_ha=0.2889 total_charge=+2
In 0.8207 -0.0640 0.3002 1.479
C -2.9465 -0.5188 4.2499 -1.988
C -3.0670 0.3893 3.0810 0.306
C -3.9706 1.4144 3.0401 -1.160
C -4.1010 2.2800 1.9174 0.585
N -3.2694 2.0317 0.9443 0.646
N -2.3261 1.0751 0.9798 -0.145
B -2.4389 1.8260 -0.3144 -1.506
N -3.0811 1.0986 -1.4703 0.243
N -4.3631 1.4076 -1.7179 -0.139
C -4.9630 0.8375 -2.7191 0.100
C -4.2938 -0.1458 -3.5020 -0.618
C -2.9948 -0.4672 -3.2545 0.264
C -2.2584 -1.5009 -4.0397 -1.887
C -2.3423 0.2369 -2.1915 0.837
S -0.6628 0.0504 -1.9499 -0.405
C -6.3894 1.2251 -3.0505 2.034
C -7.2884 -0.0166 -2.9450 -1.772
C -6.4122 1.7718 -4.4884 -1.476
C -6.9028 2.3067 -2.1009 -1.361
N -1.5160 2.9630 -0.7187 1.393
N -2.1463 3.6776 -1.6662 -0.491
C -1.6184 4.7834 -2.0972 0.035
C -0.3656 5.2260 -1.5966 -0.480
C 0.2880 4.5093 -0.6388 0.141
C 1.5915 4.9547 -0.0616 -1.776
C -0.3346 3.3070 -0.1687 0.691
S 0.3994 2.3972 1.0811 -0.280
C -2.3826 5.5955 -3.1228 2.218
C -2.6884 6.9690 -2.4986 -1.622
C -1.5193 5.7757 -4.3797 -1.778
C -3.6964 4.9089 -3.4984 -1.976
C -2.1824 0.1827 1.9482 1.065
S -1.0674 -1.0716 1.8747 -0.500
C -5.0969 3.4079 1.8319 2.492
C -6.5111 2.8079 1.8861 -1.727
C -4.9087 4.2012 0.5385 -1.605
C -4.8751 4.3282 3.0441 -1.799
H -3.6386 -0.2453 5.0421 0.425
H -1.9261 -0.4963 4.6385 0.430
H -3.1347 -1.5527 3.9527 0.403
H -4.6251 1.5706 3.8867 0.406
H -4.8306 -0.6460 -4.2963 0.431
H -2.9027 -1.9436 -4.7961 0.428
H -1.8913 -2.2845 -3.3749 0.337
H -1.3881 -1.0640 -4.5301 0.381
H -7.0203 -0.7864 -3.6695 0.347
H -8.3220 0.2707 -3.1377 0.473
H -7.2383 -0.4512 -1.9448 0.370
H -6.1160 1.0214 -5.2226 0.373
H -5.7468 2.6320 -4.5863 0.138
H -7.4231 2.0957 -4.7355 0.475
H -6.8934 1.9564 -1.0680 0.044
H -7.9280 2.5623 -2.3668 0.563
H -6.2925 3.2081 -2.1726 0.137
H 0.0794 6.1333 -1.9832 0.497
H 1.9920 5.7977 -0.6209 0.428
H 2.3249 4.1489 -0.0485 0.338
H 1.4513 5.2574 0.9779 0.416
H -1.7814 7.5465 -2.3142 0.393
H -3.2300 6.8617 -1.5564 0.258
H -3.3127 7.5420 -3.1842 0.487
H -0.5722 6.2692 -4.1559 0.359
H -2.0531 6.3957 -5.0995 0.473
H -1.3083 4.8121 -4.8468 0.378
H -4.3480 4.8134 -2.6289 0.203
H -3.5171 3.9125 -3.9050 0.366
H -4.2102 5.5056 -4.2519 0.536
H -6.6963 2.1632 1.0256 0.263
H -7.2393 3.6182 1.8731 0.485
H -6.6690 2.2290 2.7970 0.398
H -4.9886 3.5600 -0.3399 -0.197
H -3.9346 4.6958 0.5224 0.322
H -5.6778 4.9709 0.4767 0.607
H -5.0763 3.8159 3.9855 0.391
H -5.5597 5.1726 2.9708 0.469
H -3.8550 4.7155 3.0681 0.387
C 1.4566 -4.4839 -0.5347 -0.989
C 2.3680 -4.5011 -1.5775 -0.499
C 2.8308 -3.3007 -2.0923 -1.020
C 2.3744 -2.1052 -1.5534 0.777
N 1.4694 -2.1041 -0.5658 0.244
C 1.0295 -3.2571 -0.0643 -0.057
C 2.8475 -0.7814 -2.0307 0.705
C 3.8420 -0.6379 -2.9906 -1.008
C 4.2087 0.6299 -3.4096 -0.683
C 3.5669 1.7353 -2.8721 -0.936
C 2.6001 1.5157 -1.9111 0.194
N 2.2629 0.2978 -1.4956 0.296
H 1.0843 -5.3977 -0.0954 0.465
H 2.7221 -5.4380 -1.9850 0.460
H 3.5362 -3.3099 -2.9085 0.397
H 0.3114 -3.1872 0.7428 0.398
H 4.3396 -1.5001 -3.4068 0.448
H 4.9906 0.7523 -4.1466 0.461
H 3.8143 2.7407 -3.1794 0.496
H 2.0700 2.3379 -1.4452 0.118
N 3.1982 -0.2381 2.6093 -0.575
C 2.3683 -0.2062 1.8088 -0.149

***

# 6
98
Properties=species:S:1:pos:R:3:mulliken_charge:R:1 method="wB97M-V/def2-TZVPD" lumo_energy_ev="-4.67 / -3.58" multiplicity=2 gap_ha="0.1881 / 0.2282" total_charge=+1
Co 0.3664 0.3340 -0.1450 2.515
C -1.0938 -2.8218 1.7982 -1.275
C -1.7975 -1.7695 2.6619 -0.209
C -2.8131 -0.9050 1.9080 -1.665
Sb -2.1284 0.7088 0.6814 0.284
C -4.0211 1.2202 -0.0952 0.702
C -4.4545 0.7250 -1.3237 -0.637
C -5.7196 1.0454 -1.7977 -0.638
C -6.5532 1.8592 -1.0438 -0.547
C -6.1308 2.3413 0.1868 -0.764
C -4.8649 2.0276 0.6652 -0.502
C -1.8737 2.3057 2.0397 0.977
C -1.9158 2.1517 3.4217 -0.666
C -1.6815 3.2404 4.2539 -0.692
C -1.4073 4.4864 3.7082 -0.720
C -1.3664 4.6517 2.3293 -0.596
C -1.5964 3.5634 1.4954 -1.064
Sb 0.0832 -2.2580 0.0890 0.734
C 0.0222 -4.0431 -1.0027 0.875
C 0.0098 -5.2525 -0.3122 -0.521
C 0.0575 -6.4455 -1.0220 -0.748
C 0.1073 -6.4310 -2.4094 -0.568
C 0.1132 -5.2252 -3.0958 -0.578
C 0.0694 -4.0282 -2.3939 -0.402
C 2.0906 -2.3630 0.7516 0.721
C 3.0134 -1.4539 0.2400 0.296
C 4.3568 -1.5311 0.5919 -0.650
C 4.7800 -2.5268 1.4581 -0.711
C 3.8685 -3.4422 1.9665 -0.651
C 2.5325 -3.3679 1.6075 -0.812
H -1.8414 -3.5004 1.3813 0.600
H -0.4076 -3.4133 2.4071 0.581
H -1.0805 -1.1666 3.2071 0.029
H -2.3423 -2.3211 3.4323 0.588
H -3.3901 -1.5274 1.2181 0.663
H -3.5317 -0.4405 2.5848 0.696
H -3.8176 0.0734 -1.9096 0.405
H -6.0552 0.6591 -2.7519 0.424
H -7.5360 2.1174 -1.4156 0.410
H -6.7884 2.9631 0.7803 0.423
H -4.5439 2.4197 1.6225 0.397
H -2.1164 1.1831 3.8663 0.327
H -1.7059 3.1109 5.3280 0.459
H -1.2254 5.3314 4.3589 0.412
H -1.1577 5.6258 1.9052 0.459
H -1.5781 3.7057 0.4163 0.706
H -0.0357 -5.2843 0.7697 0.266
H 0.0600 -7.3865 -0.4875 0.417
H 0.1400 -7.3638 -2.9566 0.394
H 0.1517 -5.2161 -4.1772 0.431
H 0.0803 -3.0899 -2.9373 0.132
H 2.7095 -0.6798 -0.4639 -0.300
H 5.0683 -0.8174 0.1941 0.462
H 5.8180 -2.5816 1.7579 0.379
H 4.1950 -4.1997 2.6644 0.395
H 1.8397 -4.0874 2.0280 0.203
C -2.2212 0.7313 -4.0159 -1.409
C -1.1887 -0.2465 -3.5134 0.295
O 0.1227 0.3796 -3.4800 -0.119
P 0.7345 1.0823 -2.2055 -0.212
O 0.2707 2.5845 -2.1632 -0.052
C 0.4922 3.5107 -3.2820 -0.169
C -0.7456 4.3480 -3.4578 -1.208
O 2.2585 1.2059 -2.6107 -0.281
C 3.0252 0.0516 -3.0872 0.132
C 3.2152 0.1348 -4.5785 -1.432
H -3.1839 0.2306 -4.1247 0.511
H -1.9321 1.1194 -4.9931 0.384
H -2.3478 1.5690 -3.3283 0.133
H -1.0794 -1.0923 -4.1876 0.381
H -1.4289 -0.6320 -2.5196 -0.236
H 0.7301 2.9374 -4.1776 0.300
H 1.3599 4.1112 -3.0181 0.333
H -1.6029 3.7329 -3.7295 0.253
H -0.5798 5.0752 -4.2533 0.421
H -0.9812 4.8923 -2.5429 0.291
H 2.5147 -0.8677 -2.7919 0.099
H 3.9722 0.0984 -2.5554 0.436
H 2.2590 0.0942 -5.0986 0.263
H 3.8307 -0.7019 -4.9108 0.439
H 3.7228 1.0610 -4.8481 0.352
N 1.1637 1.9361 0.4844 0.140
C 1.8733 1.4501 1.6492 0.387
C 1.2385 0.5302 2.4672 1.394
C 1.9210 -0.0407 3.5264 -1.335
C 3.2342 0.3346 3.7846 -0.284
C 3.8543 1.2767 2.9615 -0.783
C 3.1809 1.8330 1.8886 -1.052
S 4.1126 -0.4573 5.1242 1.229
O 5.1760 0.4722 5.4374 -0.704
O 4.5427 -1.7026 4.5023 -0.566
O 3.0780 -0.6202 6.1301 -0.701
H 0.4353 2.6227 0.6964 -0.249
H 1.8192 2.3822 -0.1518 0.470
H 0.1923 0.2919 2.3010 -0.337
H 1.4615 -0.7540 4.1997 0.559
H 4.8702 1.5706 3.1963 0.547
H 3.6682 2.5542 1.2403 0.533

***

# 7
55
Properties=species:S:1:pos:R:3:mulliken_charge:R:1 method="wB97M-V/def2-TZVPD" smiles="COc1ccc(C(=O)[C@H]2[C@H]3C(=O)N(c4ccc(OC(C)=O)cc4)C(=O)[C@H]3[C@@H]3C=CC=NN32)cc1" lumo_energy_ev=0.13 multiplicity=1 gap_ha=0.2975
C -1.9234 -5.7143 -0.9268 -0.855
O -1.8775 -4.8781 0.2072 -0.461
C -0.9114 -3.9412 0.2933 0.948
C 0.1025 -3.7463 -0.6448 -0.970
C 1.0414 -2.7517 -0.4637 -0.370
C 0.9969 -1.9192 0.6545 0.420
C 1.9127 -0.7977 0.9016 0.302
O 1.8048 -0.0817 1.8761 -0.670
C 2.9967 -0.5135 -0.1485 -0.215
C 2.4356 0.4677 -1.2306 0.177
C 0.9239 0.4411 -1.3218 -0.386
O 0.2487 -0.3750 -1.8904 -0.558
N 0.4424 1.5498 -0.6488 0.603
C -0.9362 1.7579 -0.3898 0.034
C -1.7265 0.6936 0.0218 -0.084
C -3.0708 0.8849 0.2829 -0.574
C -3.6238 2.1488 0.1320 0.503
O -4.9448 2.4551 0.4171 -0.420
C -5.9536 1.5786 0.2558 0.761
C -7.2445 2.2101 0.7057 -1.161
O -5.8422 0.4689 -0.1851 -0.540
C -2.8300 3.2170 -0.2722 -0.600
C -1.4899 3.0240 -0.5374 -0.527
C 1.4415 2.4296 -0.2440 0.091
O 1.2611 3.4573 0.3466 -0.626
C 2.7702 1.8538 -0.6848 -0.181
C 3.7482 1.6317 0.5169 0.164
C 4.9648 2.5032 0.4698 -1.061
C 6.1850 1.9774 0.3500 -0.333
C 6.3194 0.5475 0.1930 -0.295
N 5.3116 -0.2431 0.1573 -1.308
N 4.0978 0.2132 0.4325 0.866
C -0.0215 -2.1293 1.5970 -0.673
C -0.9555 -3.1185 1.4261 -0.593
H -1.0251 -6.3347 -1.0032 0.342
H -2.0480 -5.1340 -1.8455 0.347
H -2.7920 -6.3547 -0.7836 0.240
H 0.1628 -4.3628 -1.5271 0.416
H 1.7983 -2.6274 -1.2206 0.279
H 3.3834 -1.4393 -0.5737 0.721
H 2.8838 0.2427 -2.1993 0.576
H -1.2949 -0.2872 0.1415 0.261
H -3.6780 0.0533 0.5993 0.447
H -7.2409 2.2836 1.7914 0.286
H -7.3301 3.2132 0.2976 0.334
H -8.0808 1.5960 0.3873 0.343
H -3.2773 4.1930 -0.3742 0.440
H -0.8755 3.8533 -0.8476 0.423
H 3.2238 2.5136 -1.4280 0.646
H 3.1946 1.7985 1.4507 0.305
H 4.7835 3.5660 0.5187 0.463
H 7.0708 2.5914 0.3173 0.372
H 7.2862 0.0946 0.0447 0.421
H -0.0558 -1.4821 2.4607 0.479
H -1.7428 -3.2787 2.1452 0.452

***

# 8
13
Properties=species:S:1:pos:R:3:mulliken_charge:R:1 method="wB97M-V/def2-TZVPD" lumo_energy_ev="-0.79 / -0.79" multiplicity=1 gap_ha="0.2809 / 0.2809"
C -0.8267 0.3326 -1.1510 -0.841
C -0.9679 0.1261 1.1853 -0.845
C -0.0046 0.0553 0.0276 0.853
C 0.9239 -1.1234 -0.2354 -1.246
P -2.4167 0.2345 -0.0198 0.025
S 1.4197 1.4988 0.2582 -0.287
H -0.7382 0.2718 -2.1616 0.480
H -0.9578 -0.6600 1.9713 0.348
H -0.8194 1.0846 1.6834 0.326
H 1.9701 -1.0876 0.2794 0.328
H 1.1969 -1.2291 -1.2789 0.339
H 0.3128 -1.9884 -0.0415 0.361
H 0.9080 2.4849 -0.5170 0.157

***

The F_max results, record by record, are as follows: 2.6, 1.5, 5.5, 3.5, 0.7, 0.9, 1.2, 8.9 eV Å⁻¹.
The total energy results, record by record, are as follows: -322.85559, -704.41181, -533.24431, -871.81976, -3378.23354, -4623.06926, -1580.98189, -896.02487 Eh.